[1]
Below is C7H10FNO in the gas phase in a non-equilibrium geometry, with properties calculated with ωB97M-V with the def2-TZVPD basis set.

```
20
C7H10FNO (ωB97M-V with the def2-TZVPD basis set)
C -1.102 -0.451 1.639
C -1.248 -0.619 0.104
C 1.018 0.417 0.059
C -0.345 0.435 -0.557
C 0.968 -1.692 1.588
C 1.530 1.435 0.698
C -0.099 0.272 -2.063
N -0.031 -1.076 2.283
O -1.965 0.058 2.292
F 2.704 1.417 1.356
H -0.907 -1.680 -0.097
H -2.369 -0.526 0.074
H 1.704 -0.452 0.092
H -0.748 1.486 -0.442
H 1.703 -1.945 2.301
H 1.029 2.346 0.836
H -0.682 0.957 -2.547
H -0.386 -0.699 -2.614
H 1.007 0.441 -2.273
H -0.070 -0.932 3.323
```

The value obtained for the LUMO energy is 0.05 eV. The calculation puts the energy relative to the best compared isomer or geometry (same formula, charge and spin) at 64.8 kcal per mole.

=====

[2]
Below is a molecular structure, C25H22N6SeV in a non-equilibrium geometry, with properties calculated with ωB97M-V with the def2-TZVPD basis set.

```
55
C25H22N6SeV (ωB97M-V with the def2-TZVPD basis set)
V 1.286 -0.181 -0.849
C -3.486 5.158 -1.174
C -2.639 3.957 -0.828
C -2.759 3.296 0.391
C -1.946 2.227 0.705
C -0.974 1.724 -0.178
N -0.140 0.682 0.143
C -0.260 -0.093 1.308
C -1.436 -0.750 1.679
C -1.495 -1.556 2.799
C -0.376 -1.767 3.604
C -0.426 -2.680 4.802
C 0.804 -1.142 3.239
C 0.865 -0.321 2.125
N 2.125 0.323 1.830
C 3.072 0.756 2.682
C 4.074 1.327 1.937
C 3.650 1.197 0.608
N 2.472 0.587 0.547
C -0.851 2.407 -1.408
C -1.665 3.496 -1.694
N 0.127 2.055 -2.436
C 0.190 2.559 -3.685
C 1.323 2.084 -4.295
C 1.923 1.264 -3.342
N 1.198 1.235 -2.225
H -4.451 5.115 -0.665
H -3.003 6.093 -0.877
H -3.680 5.215 -2.246
H -3.497 3.632 1.114
H -2.047 1.751 1.672
H -2.313 -0.608 1.060
H -2.428 -2.053 3.046
H -1.454 -2.849 5.123
H 0.012 -3.654 4.574
H 0.126 -2.261 5.645
H 1.700 -1.304 3.829
H 2.953 0.644 3.748
H 4.982 1.776 2.302
H 4.133 1.509 -0.302
H -1.532 4.030 -2.626
H -0.577 3.206 -4.071
H 1.659 2.294 -5.296
H 2.812 0.659 -3.416
Se 1.648 -2.069 -2.392
C 0.725 -3.679 -1.946
C 1.187 -4.907 -2.403
C 0.481 -6.060 -2.086
N -0.640 -6.082 -1.358
C -1.079 -4.895 -0.930
C -0.445 -3.690 -1.191
H 2.087 -4.964 -3.001
H 0.840 -7.023 -2.436
H -1.991 -4.905 -0.341
H -0.863 -2.765 -0.815
```

The value obtained for the LUMO energy (alpha / beta) is 0.56 / 0.47 eV. As for the multiplicity: 4. As for the expectation value of S²: 3.765.

=====

[3]
Below is C3H5NO2 in the gas phase in a non-equilibrium geometry, with properties calculated with ωB97M-V with the def2-TZVPD basis set.

```
11
C3H5NO2 (ωB97M-V with the def2-TZVPD basis set)
O -1.010 -1.056 1.030
C -0.594 0.197 0.501
C 0.748 -0.103 -0.214
O 0.581 -1.021 -1.293
C 1.216 1.152 -0.788
N 1.151 2.118 -1.418
H -1.407 -0.961 1.900
H -1.382 0.580 -0.180
H -0.412 0.988 1.253
H 1.425 -0.533 0.519
H -0.316 -1.363 -1.309
```

As for the SMILES: N#C[C@H](O)CO. The value obtained for the LUMO energy is 0.46 eV. The calculation puts the energy relative to the best compared isomer or geometry (same formula, charge and spin) at 42.7 kcal per mole.

=====

[4]
Below is a gas-phase ion, C7H12ClN6 (charge +1) in a non-equilibrium geometry, with properties calculated with ωB97M-V with the def2-TZVPD basis set.

```
26
C7H12ClN6 (ωB97M-V with the def2-TZVPD basis set)
C -2.084 1.302 -0.550
C 0.685 1.361 0.073
C 3.434 -0.275 -0.626
C -0.147 -0.021 -0.131
C -1.935 0.460 1.667
C -2.372 -1.082 -0.366
C -1.621 0.132 0.234
N -2.476 2.223 -1.089
N 0.702 2.327 -0.742
N 3.821 0.607 -1.301
N 3.063 -1.323 -0.070
N 0.516 -1.127 0.588
N 1.423 -1.887 0.048
Cl 1.461 1.549 1.599
H -0.078 -0.160 -1.288
H -2.169 -0.405 2.319
H -2.976 0.865 1.662
H -1.178 1.145 2.094
H -3.376 -1.185 0.090
H -2.550 -0.965 -1.420
H -1.929 -2.028 -0.353
H 0.182 2.261 -1.630
H 4.214 1.509 -1.439
H 3.619 -2.047 0.067
H 0.614 -1.217 1.563
H 1.158 -2.017 -0.998
```

As for the charge: +1. As for the SMILES: [H]/N=C(/Cl)[C@@H](NN[NH+]=C=N)C(C)(C)C#N. The value obtained for the LUMO energy is -4.61 eV. The calculation puts the energy relative to the best compared isomer or geometry (same formula, charge and spin) at 0.0 kcal per mole.

=====

| no. | calculated total energy (Ha) |
| --- | --- |
| 1 | -502.4452 |
| 2 | -4639.8430 |
| 3 | -322.5063 |
| 4 | -1062.2411 |